18
Properties=species:S:1:pos:R:3:forces:R:3 method="wB97M-V/def2-TZVPD" de_lowest_kcal_mol=127.1
H 2.023414 2.175137 -1.174116 -0.5 0.2 -0.1
H -2.012732 0.113262 1.742969 -2.4 0.3 0.2
H -0.645175 -0.770668 1.925286 0.2 -0.3 0.3
H 2.220287 2.406149 0.493813 0.1 -0.5 0.5
Si -0.442437 -0.307666 -0.287998 -0.6 0.7 0.0
H 0.448761 -2.334560 0.089453 2.6 -0.8 0.8
C -0.456303 -2.186875 -0.381061 -1.9 -0.2 0.2
C -1.015399 0.155937 1.482464 0.2 -3.8 -2.7
N 3.022531 -1.163855 0.595782 -0.4 0.7 0.5
H 1.932276 -0.416960 -2.374718 -0.2 0.1 0.3
H -0.454191 -2.726025 -1.328857 0.1 0.5 -0.1
H -0.532246 0.864742 1.987711 1.9 3.3 1.6
C 1.308241 0.489258 -0.139036 -1.6 0.6 -0.7
H -1.114417 0.270280 -1.521021 0.2 0.0 0.7
C 2.250776 -0.303963 0.395557 2.2 -2.5 0.1
H 0.621823 2.454873 -0.110177 -1.8 1.2 -0.2
C 1.528527 1.965124 -0.217751 1.7 -0.7 -0.6
H -1.116661 -2.779686 0.313281 0.0 1.1 -0.7

---

9
Properties=species:S:1:pos:R:3:forces:R:3 method="wB97M-V/def2-TZVPD" smiles="C=NOC(=S)C#N" de_lowest_kcal_mol=80.2
O 0.904917 0.514512 0.267751 -1.2 -1.5 0.1
C -0.372338 0.217365 0.129775 -2.6 1.3 0.5
N 1.644227 -0.718563 -0.011689 2.3 3.5 -0.1
C 2.840461 -0.241574 -0.059378 -1.2 -0.8 1.0
C -0.731589 -1.019531 -0.573850 -4.8 -3.3 -4.3
N -1.432396 -1.726499 -1.293280 4.6 3.8 4.4
H 3.173415 0.786730 0.260304 -0.6 -1.2 -0.8
S -1.611839 1.220143 0.624993 1.7 -1.1 -0.5
H 3.474643 -1.047230 -0.246707 1.8 -0.8 -0.4

---

102
Properties=species:S:1:pos:R:3:forces:R:3 method="wB97M-V/def2-TZVPD" de_lowest_kcal_mol=2.1
H 0.597684 4.907901 1.817470 0.0 0.0 0.0
C 5.658252 -3.949340 -7.968200 0.0 0.0 0.0
H 3.688155 -1.528030 -0.437264 0.0 0.0 0.0
H 2.193446 -2.119923 -5.046652 0.0 0.0 0.0
C 1.390240 -4.126878 -0.236863 0.0 0.1 -0.1
C -0.489974 -2.419764 2.161252 0.0 0.1 -0.1
C 7.906878 -3.713727 -6.237153 0.0 0.0 0.0
H -1.762607 0.658576 2.417080 0.1 0.0 0.0
H 5.238442 1.649782 -0.655187 0.0 0.0 0.0
C -3.316484 -2.676257 0.706385 0.0 0.0 -0.1
C -3.850849 -0.221777 -1.769468 0.0 0.0 0.0
O 2.112726 2.929175 2.945366 0.0 0.0 -0.2
N 0.541550 -0.195428 2.365937 0.1 0.1 0.1
H -0.420835 5.096380 0.375220 0.0 0.0 0.0
C -0.535147 -4.925582 -1.636660 0.0 0.0 0.0
H 2.052527 -4.293569 -1.091064 0.0 0.0 0.0
C 0.797791 2.215411 -2.904854 0.7 -0.1 -0.4
C 1.732161 -1.482651 -3.041972 -0.1 0.0 0.2
H -3.432519 -0.022119 -0.784739 0.0 0.0 -0.1
C -1.889702 -5.010996 -1.919750 0.1 0.0 0.0
H -3.482271 4.386445 -1.248895 0.0 0.0 0.0
H 2.662045 2.000093 -3.698639 0.0 0.1 0.1
N -0.479696 -2.183482 0.852424 0.1 -0.2 0.2
C 6.616639 -3.398025 -5.818037 0.1 0.1 0.1
C 1.318039 0.708846 4.417013 0.0 0.0 0.1
C 4.249967 1.540228 -0.208067 -0.1 0.0 -0.1
H -2.011709 4.218412 -3.418395 0.0 0.0 0.1
C -3.098547 3.588754 -0.635137 -0.2 0.2 0.0
H -3.853227 -4.364667 -1.334262 0.0 0.0 0.0
H 0.169571 -5.559905 -2.164156 0.0 0.0 0.0
H 0.960890 -0.496755 6.156797 0.0 0.0 0.0
C 0.242239 -1.436162 4.364155 0.0 0.1 0.2
H 0.697136 -1.219267 -3.246929 0.1 0.0 0.0
C 1.471058 4.119588 0.041166 0.0 0.2 0.0
H -3.439994 -3.266724 1.616318 0.0 0.0 0.0
C 4.286194 -2.145036 -2.404567 0.1 -0.1 0.1
H -0.262316 3.522193 1.181992 0.0 0.0 0.0
C 1.698964 1.977543 2.276102 0.0 0.0 0.0
C -3.261629 -1.402886 -3.995815 -0.1 0.0 0.1
H 1.366124 5.995543 -0.977344 0.0 0.0 0.0
O -1.617623 -0.636853 -2.492306 0.2 0.1 0.2
C -0.954395 -3.211859 0.001661 -0.2 0.1 0.2
H -3.062440 1.550429 3.074754 0.0 0.0 0.0
S -3.775159 3.249211 0.911957 -0.1 0.0 0.1
H -4.293666 -2.573019 0.232869 0.0 0.0 0.0
S 0.165169 3.304841 -4.098855 0.2 0.0 -0.1
C -1.111897 2.806734 -1.990742 -0.1 0.1 0.2
H 1.701431 -3.226211 0.290066 0.0 0.0 -0.1
C 8.041258 -4.149503 -7.540108 0.0 0.0 0.0
H 3.456427 5.653592 -2.258408 0.0 0.0 0.0
N -2.573659 1.236506 2.255195 0.0 0.0 -0.1
H 4.368354 1.388871 0.866812 0.0 0.0 0.0
C -0.055032 -4.053649 -0.660764 0.1 0.0 0.0
C 1.934373 5.079249 -0.854799 0.0 -0.1 0.0
C 2.184653 2.919912 0.176996 -0.1 -0.1 0.3
C -2.335445 -3.371072 -0.200809 0.0 0.0 0.0
N 4.353521 -3.118004 -5.980956 0.1 -0.1 -0.1
H -2.246701 -5.685375 -2.688104 0.0 0.0 0.0
H 5.281463 -2.422440 -2.081154 0.0 0.0 0.0
C -2.574269 2.024115 1.145401 -0.2 -0.2 0.0
H -4.684544 -0.919881 -1.693003 0.0 0.0 0.0
N -1.759329 1.884121 0.136712 0.0 -0.5 0.8
H 4.799746 -4.039017 -8.620879 0.0 0.0 0.0
C -2.041490 2.781826 -0.856792 0.3 0.0 -0.5
H -2.846018 -2.411687 -4.032574 0.0 0.0 0.0
N 0.032112 2.038676 -1.880823 -0.4 0.5 -0.3
C -2.785037 -4.256643 -1.173036 0.0 0.1 0.0
H 1.812585 1.530198 4.914689 0.0 0.0 0.0
C 3.109684 4.895148 -1.567608 0.0 -0.1 0.0
C -2.803297 -0.749606 -2.710183 0.0 -0.1 -0.2
H -2.852086 -0.846706 -4.840445 0.0 0.0 0.0
C 0.112135 -1.293858 2.994719 0.0 0.1 -0.2
C 0.269227 4.427275 0.894110 0.0 -0.1 0.0
N 2.144077 -1.297703 -1.783707 0.2 -0.1 0.0
H -0.126547 -2.345235 4.816695 0.0 0.0 0.0
C 3.405714 2.757190 -0.484916 0.1 0.1 0.1
C 4.756380 -2.796920 -4.785773 -0.1 0.1 0.2
O -0.889982 -3.417025 2.767701 0.0 -0.1 0.0
C 0.847308 -0.413837 5.082713 0.0 0.0 0.0
C 3.854223 3.743716 -1.356942 0.0 0.1 0.0
C 3.865239 -2.305559 -3.720548 0.1 0.0 -0.1
H 6.636182 -2.733830 -3.789093 0.0 0.0 0.0
N 1.688874 1.831489 0.945940 0.0 0.1 0.1
H 3.791746 0.628466 -0.610263 0.1 0.2 0.1
C -1.218188 3.558592 -3.110087 0.0 -0.2 0.0
H -4.345566 -1.451223 -4.082203 0.0 0.0 0.0
Pb 0.286593 0.047772 -0.141283 -0.1 -0.3 0.2
H 7.082949 -4.615337 -9.408826 0.0 0.0 0.0
H 9.024014 -4.405904 -7.914132 0.0 0.0 0.0
H 2.417677 1.245758 -2.208648 0.0 0.1 -0.1
C 1.152250 0.780769 3.045327 -0.1 -0.1 -0.2
N 6.109568 -2.937308 -4.619000 0.1 -0.1 0.0
H -4.239381 0.711631 -2.190620 0.0 0.0 0.0
C 3.393193 -1.645204 -1.474765 -0.1 -0.1 -0.1
C 5.502907 -3.504447 -6.654848 -0.2 0.0 -0.1
H 4.804516 3.610390 -1.861800 0.0 0.0 0.0
N 2.002220 1.567634 -3.073067 -0.6 0.2 -0.1
C 2.552709 -1.981816 -4.036190 -0.1 0.0 0.0
H -2.961884 -1.692403 1.017616 0.0 0.0 -0.1
H 1.519611 -4.965259 0.451641 0.0 0.0 0.0
H 8.762312 -3.627018 -5.579163 0.0 0.0 0.0
C 6.930308 -4.266803 -8.395529 0.0 0.0 0.0

---

92
Properties=species:S:1:pos:R:3:forces:R:3 method="wB97M-V/def2-TZVPD" multiplicity=2 s2=0.802 de_lowest_kcal_mol=60.2
H 4.268905 0.679533 -1.004158 0.0 0.0 0.0
Pt -0.540205 -0.010644 0.064543 2.5 1.1 1.8
H 2.132202 3.401696 -2.567333 0.0 0.0 0.0
C 1.489695 0.768270 -3.357048 -0.2 0.3 0.0
H 2.650493 -2.744797 -0.917685 0.0 0.0 0.0
H -1.349868 -3.858523 0.960702 0.0 0.0 0.1
H -2.332323 -2.030270 4.548115 0.0 0.1 0.0
H 1.750033 -2.632120 2.616903 0.0 0.0 0.0
H -3.260475 0.957045 -5.452899 0.0 0.0 0.0
H -3.017603 -1.126894 2.304951 0.0 0.0 0.0
C -1.492600 -3.751055 2.033624 0.0 -0.1 0.2
H 2.853305 5.704753 -2.539543 0.0 0.0 0.0
H 3.429618 1.624795 4.952319 0.0 0.0 0.0
H -0.597406 1.262817 -3.718817 0.1 0.0 0.0
H -3.879393 -0.466682 -4.949910 0.0 0.0 0.0
C 1.916120 0.117285 5.145570 0.0 0.0 0.1
H -4.416900 -3.529216 -4.349750 0.1 0.0 0.0
H 2.939453 -1.108632 6.605213 0.0 0.0 0.0
H 2.877426 2.215571 2.647702 0.0 0.0 0.1
H -1.416934 -4.739834 2.495527 0.0 0.0 0.0
H -1.476922 -3.853968 -1.211612 0.0 0.1 0.0
H 1.062453 -3.250413 1.109494 0.0 0.0 0.1
C -0.427748 -2.826893 2.622912 0.3 -0.2 -0.8
N -3.167470 0.225396 -4.762478 0.0 0.0 0.2
P -0.644774 -1.058164 2.152715 -1.8 0.9 -0.2
C 0.975604 -3.277325 2.199799 0.0 0.0 0.0
C 2.042989 -1.974214 -1.400562 0.0 0.1 0.0
C -2.765841 -3.774372 -2.937074 -0.1 0.1 0.0
H 2.752458 0.579392 7.078207 0.0 0.0 0.0
C -3.893745 -3.090829 -3.506645 -0.1 0.0 0.0
C -3.591249 -1.300863 -1.841970 0.3 0.3 -0.3
C 1.234930 0.828803 2.471698 0.4 0.1 -0.1
O -2.381303 -1.876300 0.040831 0.0 -0.3 -0.4
H 1.394123 6.468036 -1.908785 0.0 0.0 0.0
C 2.893057 1.240787 -3.807600 -0.1 0.0 0.0
H -1.712903 -0.427094 4.995204 0.0 0.0 0.0
H 4.580057 -1.035865 -0.724682 0.0 0.0 0.0
C 0.923113 -0.548657 4.449929 0.0 0.0 0.0
C 1.301578 2.310394 0.541482 0.0 0.2 0.3
H -0.503830 -2.856049 3.710403 0.0 0.1 0.0
C -2.440866 -0.955961 4.376881 -0.1 -0.1 -0.1
H 3.470407 1.700748 -3.008088 0.0 0.0 0.0
H -2.788898 1.732398 -3.359614 0.0 0.1 -0.1
P 1.220053 0.655072 -1.528542 -0.2 -0.6 -0.2
C 1.671996 4.701202 0.490853 0.0 0.0 0.0
H 2.790864 1.978969 -4.607259 0.0 0.0 0.0
C 2.261848 -0.250872 6.569059 0.0 0.0 -0.1
H -4.321202 0.912872 -3.076222 0.0 0.0 0.0
H 4.167491 -0.480658 -2.342450 0.0 0.0 0.0
N 0.904715 1.117698 1.167641 -0.8 -0.7 -0.7
H 0.471549 1.530056 -5.104229 0.0 0.0 0.0
H 1.065782 3.607957 2.231382 0.0 0.0 0.0
H 2.389709 -0.527260 0.139039 -0.1 0.0 0.1
C -3.285617 0.765126 -3.400385 0.0 0.0 0.0
H 0.994351 -2.141655 -1.144181 0.0 -0.1 0.0
C -4.337148 -1.949284 -2.946716 0.1 -0.1 0.0
H -2.504010 -3.373403 2.191073 0.1 -0.1 0.0
C 0.583573 -0.210109 3.139467 0.1 -0.1 0.0
H 1.165683 -4.300594 2.531784 0.0 0.0 0.0
H -2.361296 -4.665135 -3.395919 0.0 0.0 0.0
C 1.603672 2.267131 -0.819948 0.0 0.2 -0.2
H -2.472558 1.206286 1.666885 0.0 0.0 -0.1
C -2.256182 -3.334530 -1.748765 0.0 -0.2 -0.1
C 2.294550 1.461937 3.157871 0.0 0.1 0.0
H 0.401785 -1.359366 4.949396 0.0 0.0 0.0
O -1.452706 -0.749928 -2.955036 0.1 0.0 0.1
O -2.214225 0.642918 -1.285049 0.0 -0.9 -0.3
C -2.523583 0.917831 2.715948 0.0 0.0 0.0
H -3.515609 1.184003 3.090811 0.1 0.0 0.0
C 0.388647 1.611926 -4.016778 -0.1 -0.1 0.0
C 3.958886 -0.330333 -1.284578 0.0 0.0 0.1
H -4.216704 -0.788002 -1.115803 -0.1 0.0 0.0
H 2.149125 -2.094440 -2.483195 0.0 0.0 0.1
C 2.302546 5.930456 -1.625140 0.0 -0.1 0.0
C -2.283482 -0.581315 2.903070 0.1 -0.1 0.3
C 2.491459 -0.579850 -0.944598 0.1 0.0 -0.2
C 1.973389 4.668492 -0.865725 0.0 0.1 0.0
H 3.484385 0.416272 -4.206106 0.0 0.0 0.0
C 1.339603 3.548867 1.185591 -0.1 0.0 0.1
H -1.781834 1.501831 3.269911 0.0 0.0 0.0
C -2.550869 -0.093459 -2.339223 -0.4 0.0 0.2
H 1.367024 -0.514947 7.135566 0.0 0.0 0.0
N -2.757243 -2.239900 -1.135924 -0.3 0.2 0.2
H -5.227331 -1.446899 -3.308908 0.0 0.0 0.0
H -3.437964 -0.668616 4.720123 0.0 0.0 0.0
H 2.908586 6.606685 -1.020090 0.0 0.0 0.0
H 1.338111 -0.264814 -3.675432 0.0 0.0 0.0
H -1.700368 -0.873213 -3.887324 0.0 0.1 0.0
H 1.675142 5.654189 1.010912 0.0 -0.1 0.0
H 0.473836 2.666283 -3.750955 0.0 0.0 0.0
C 2.608566 1.115638 4.457198 0.0 0.0 -0.1
C 1.914241 3.436807 -1.507574 0.2 -0.1 0.0